Density functional theory data (wB97M-V/def2-TZVPD) for a single C9H15NO2Si molecule.

## Properties
total energy = -23036.598 eV
energy above the lowest of the compared OMol25 structures with the same formula, charge and spin = 25.00 kcal/mol
structure (SMILES) = CC1=C([SiH2]C(C)C)C(=O)N(C)C1=O
strongest force on any atom = 7.33 eV/Å
E_HOMO = -9.82 eV
LUMO = -0.17 eV

```
! wB97M-V def2-TZVPD RIJCOSX def2/J DEFGRID3
* xyz 0 1
C -2.139 2.594 0.571
C -2.001 1.129 0.459
C -0.971 0.348 0.761
Si 1.197 0.797 1.400
C 2.341 0.035 -0.005
C 1.956 0.264 -1.521
C 2.627 -1.504 -0.071
C -1.488 -1.035 0.646
O -0.776 -2.012 0.751
N -2.819 -1.012 0.266
C -3.513 -2.231 -0.190
C -3.228 0.288 0.092
O -4.332 0.655 -0.262
H -1.177 2.945 0.465
H -2.556 2.947 1.432
H -2.604 3.068 -0.312
H 1.533 -0.174 2.646
H 1.486 2.112 1.779
H 3.202 0.672 0.026
H 0.968 -0.144 -1.583
H 1.742 1.387 -1.668
H 2.643 -0.061 -2.170
H 1.630 -1.925 -0.048
H 3.103 -1.721 0.864
H 3.169 -1.671 -0.893
H -4.008 -2.201 -1.105
H -2.788 -2.995 -0.096
H -4.288 -2.393 0.472
*
```

natural (NBO) population analysis, charges in e, atoms 1 to 6: atom 1 (C): -0.64, atom 2 (C): -0.07, atom 3 (C): -0.32, atom 4 (Si): 1.06, atom 5 (C): -0.60, atom 6 (C): -0.58

Density functional theory data (wB97M-V/def2-TZVPD) for 5 unconnected molecules or ions with the total composition C23H38ClF4N8O3S2.

## Properties
total energy = -87582.201 eV
strongest force on any atom = 5.18 eV/Å
E_HOMO = -11.94 eV
LUMO = -4.06 eV

```
! wB97M-V def2-TZVPD RIJCOSX def2/J DEFGRID3
* xyz 1 1
C 5.634 -1.457 -3.265
C 5.885 -1.313 -4.797
S 5.166 0.188 -5.567
C 3.463 0.275 -4.891
N 3.332 1.073 -3.643
C 4.301 2.139 -3.429
O 5.422 1.656 -2.693
C 6.509 2.488 -2.753
F 6.203 3.760 -2.946
F 7.346 2.041 -3.685
F 7.137 2.391 -1.587
C 2.428 0.909 -2.710
N 2.391 1.603 -1.563
C 1.383 1.167 -0.815
N 0.779 0.209 -1.512
Cl -0.549 -0.545 -0.751
N 1.352 0.007 -2.721
S 0.751 -1.107 -3.838
O 1.605 -2.241 -3.808
O -0.590 -1.493 -3.594
F 0.742 -0.424 -5.236
H 5.289 -2.478 -3.047
H 4.873 -0.786 -2.864
H 6.581 -1.349 -2.724
H 5.544 -2.225 -5.299
H 6.969 -1.245 -4.944
H 2.871 0.737 -5.689
H 3.233 -0.787 -4.751
H 3.868 2.959 -2.842
H 4.570 2.628 -4.373
H 1.100 1.496 0.178
C -2.463 2.962 -6.793
C -2.482 2.176 -8.099
C -1.622 0.908 -8.045
C -0.214 1.253 -7.779
N 0.877 1.536 -7.590
H -1.459 3.319 -6.555
H -3.110 3.836 -6.866
H -2.817 2.349 -5.960
H -2.136 2.820 -8.908
H -3.510 1.894 -8.331
H -1.677 0.373 -8.993
H -1.975 0.239 -7.258
C -4.447 -3.328 2.513
C -3.696 -2.917 1.252
C -2.287 -2.399 1.557
C -2.350 -1.208 2.422
N -2.398 -0.275 3.079
H -4.597 -2.489 3.179
H -5.432 -3.719 2.258
H -3.905 -4.105 3.057
H -4.269 -2.148 0.728
H -3.620 -3.774 0.578
H -1.770 -2.119 0.637
H -1.696 -3.169 2.054
C -0.902 1.197 5.824
C 0.045 0.621 6.869
C 1.183 1.581 7.228
C 1.988 1.878 6.029
N 2.603 2.108 5.093
H -0.390 1.388 4.880
H -1.711 0.498 5.615
H -1.345 2.134 6.170
H 0.460 -0.318 6.497
H -0.519 0.384 7.774
H 1.831 1.138 7.985
H 0.787 2.515 7.628
C -3.443 -1.637 8.256
C -4.697 -0.771 8.194
C -5.909 -1.515 7.624
C -5.636 -1.963 6.248
N -5.424 -2.306 5.179
H -3.128 -1.957 7.260
H -2.616 -1.077 8.694
H -3.610 -2.527 8.865
H -4.490 0.113 7.588
H -4.939 -0.421 9.200
H -6.782 -0.862 7.612
H -6.148 -2.387 8.236
*
```

Löwdin population analysis, charges in e, atoms 1 to 6: atom 1 (C): -0.13, atom 2 (C): -0.47, atom 3 (S): 0.93, atom 4 (C): -0.40, atom 5 (N): -0.01, atom 6 (C): -0.16

Density functional theory data (wB97M-V/def2-TZVPD) for a molecular structure, C6H6CuS3Sb.

## Properties
total energy = -90005.331 eV
strongest force on any atom = 1.43 eV/Å
E_HOMO (alpha / beta) = -3.99 / -4.20 eV
LUMO (alpha / beta) = 3.22 / 1.47 eV

```
! wB97M-V def2-TZVPD RIJCOSX def2/J DEFGRID3
* xyz -1 2
Cu -0.330 -0.738 -1.072
C -0.374 -0.705 1.725
C 0.305 -1.371 0.675
C 1.302 -0.681 -0.055
C 1.542 0.685 0.243
C 0.825 1.323 1.221
C -0.130 0.618 1.980
H -1.098 -1.246 2.320
H 0.237 -2.450 0.593
H 2.011 -1.227 -0.666
H 2.293 1.220 -0.324
H 0.995 2.375 1.414
H -0.677 1.131 2.760
S -2.722 2.198 -3.110
Sb -2.046 0.003 -3.354
S 0.355 0.012 -3.081
S -2.488 -1.146 -1.269
*
```

natural (NBO) population analysis, charges in e, atoms 1 to 6: atom 1 (Cu): 0.85, atom 2 (C): -0.19, atom 3 (C): -0.37, atom 4 (C): -0.36, atom 5 (C): -0.19, atom 6 (C): -0.24

Density functional theory data (wB97M-V/def2-TZVPD) for 2 unconnected molecules or ions with the total composition C6H10.

## Properties
total energy = -6380.809 eV
energy above the lowest of the compared OMol25 structures with the same formula, charge and spin = 70.36 kcal/mol
structure (SMILES) = C1=C[C@H]2C[C@H]2C1.[H][H]
strongest force on any atom = 0.94 eV/Å
E_HOMO = -8.63 eV
LUMO = 1.27 eV

```
! wB97M-V def2-TZVPD RIJCOSX def2/J DEFGRID3
* xyz 0 1
C 0.112 -0.536 1.427
C -0.085 -1.432 0.462
C 0.195 -0.819 -0.865
C -0.386 0.577 -1.377
C 0.900 0.489 -0.636
C 0.804 0.704 0.890
H -0.225 -0.628 2.458
H -0.489 -2.434 0.592
H 0.449 -1.471 -1.699
H -0.377 0.553 -2.459
H -1.107 1.330 -1.043
H 1.825 0.761 -1.128
H 1.812 0.722 1.318
H 0.313 1.646 1.173
H -1.906 0.344 0.084
H -1.836 0.196 0.804
*
```

natural (NBO) population analysis, charges in e, atoms 1 to 6: atom 1 (C): -0.18, atom 2 (C): -0.20, atom 3 (C): -0.24, atom 4 (C): -0.43, atom 5 (C): -0.24, atom 6 (C): -0.45